1.
Computed, not measured: a structure of composition C11H24N4O3S4Ti in a non-equilibrium geometry, with ωB97M-V/def2-TZVPD.

Charge: 0
Kohn-Sham gap in Eh: 0.2731
Relative energy (zero: lowest compared OMol25 entry of this formula, charge and spin) in kJ/mol: 35.2
Total energy in Eh: -3320.63488

Geometry (Å):
Ti -0.219 0.105 -0.944
C 2.798 -1.161 -0.387
C 2.871 -0.082 -1.452
N 1.899 0.980 -1.145
C 2.321 2.007 -0.175
C 2.291 1.599 1.297
S 0.789 0.730 1.837
C 1.421 -0.884 2.330
C 1.171 -1.964 1.277
N 1.391 -1.465 -0.081
H 3.327 -2.057 -0.718
H 3.287 -0.823 0.524
H 3.886 0.319 -1.525
H 2.599 -0.495 -2.426
H 1.682 1.455 -2.019
H 3.338 2.340 -0.408
H 1.650 2.850 -0.320
H 3.143 0.978 1.571
H 2.371 2.511 1.887
H 2.477 -0.782 2.579
H 0.912 -1.161 3.253
H 1.815 -2.825 1.491
H 0.138 -2.301 1.326
H 1.077 -2.166 -0.751
N -1.400 3.375 1.545
N -2.260 3.017 0.507
C -1.863 2.231 -0.545
O -2.689 1.817 -1.335
O -0.563 1.952 -0.604
H -1.562 2.806 2.368
H -1.524 4.352 1.773
H -3.260 3.051 0.632
S 0.588 -1.415 -5.260
C 0.051 -0.953 -3.793
S -0.382 -1.991 -2.459
S -0.303 0.687 -3.314
C -2.711 -2.060 1.431
C -2.811 -0.977 0.379
C -3.579 -1.400 -0.844
O -1.472 -0.575 0.036
H -3.709 -2.359 1.758
H -2.154 -1.717 2.305
H -2.214 -2.941 1.019
H -3.279 -0.088 0.808
H -3.169 -2.316 -1.271
H -3.557 -0.621 -1.606
H -4.616 -1.580 -0.551

---

2.
Computed, not measured: a cluster of 2 separate species, C11H25BNO2S in total in a non-equilibrium geometry, with ωB97M-V/def2-TZVPD.

Charge: -1
Kohn-Sham gap in Eh: 0.2203
Total energy in Eh: -1062.23980

Geometry (Å):
C -0.193 -2.785 -0.507
C 0.925 -2.650 -1.523
C 1.501 -1.115 -1.739
C 2.479 -0.936 -3.042
C 1.838 -0.677 -4.531
O 3.131 -0.429 -5.250
B 4.098 -1.393 -4.613
S 5.817 -0.688 -4.285
O 3.433 -2.000 -3.407
H -1.335 -2.602 -0.780
H 0.010 -3.022 0.644
H 1.371 -3.601 -2.091
H 2.066 -0.747 -0.754
H 0.548 -0.426 -1.863
H 3.185 -0.006 -2.865
H 1.112 0.228 -4.373
H 1.405 -1.731 -4.824
H 4.326 -2.132 -5.529
H 5.766 0.723 -4.102
C -2.171 -0.067 4.684
C -1.329 0.339 3.477
N -2.087 0.449 2.227
C -1.232 0.578 1.043
C -0.373 1.833 0.925
C -3.253 1.336 2.254
C -3.021 2.798 2.614
H -2.693 -1.013 4.502
H -1.525 -0.204 5.558
H -2.910 0.696 4.944
H -0.558 -0.433 3.355
H -0.805 1.269 3.714
H -1.847 0.486 0.139
H -0.563 -0.292 1.012
H -0.966 2.703 0.637
H 0.379 1.690 0.140
H 0.164 2.063 1.849
H -3.984 0.922 2.956
H -3.765 1.290 1.283
H -2.339 2.920 3.460
H -3.972 3.262 2.894
H -2.630 3.365 1.766

---

3.
Computed, not measured: a structure of composition C11H25Cl2N3O2PRe in a non-equilibrium geometry, with ωB97M-V/def2-TZVPD.

⟨S²⟩: 3.81
Charge: +3
Kohn-Sham gap (alpha / beta) in Eh: 0.2749 / 0.1665
2S+1: 4
Total energy in Eh: -2087.74870

Geometry (Å):
C -1.627 -0.580 -3.596
C -1.244 -0.381 -2.150
H -1.382 0.134 -4.359
H -2.697 -0.518 -3.393
H -1.410 -1.600 -3.897
O -0.285 0.355 -1.786
Cl -1.929 -1.424 -1.129
Re 0.585 0.523 0.755
P 1.586 -1.243 -0.300
C 3.325 -0.806 -0.645
C 1.744 -2.731 0.752
H 0.447 -2.834 -1.916
H 2.208 -2.928 -2.059
H 1.344 -1.585 -2.808
C 1.366 -2.225 -1.911
H 0.746 -3.107 1.002
H 2.312 -3.526 0.251
H 3.902 -1.663 -1.017
H 3.770 -0.438 0.290
H 2.256 -2.432 1.672
H 3.363 0.002 -1.391
C 1.918 1.835 0.611
O 2.657 2.713 0.384
Cl 0.537 -0.232 3.012
C -1.609 4.254 0.752
N -2.383 3.301 1.533
C -3.623 3.867 2.063
C -2.120 1.982 1.512
N -1.183 1.526 0.620
N -2.732 1.165 2.398
C -2.938 1.636 3.758
C -2.974 -0.248 2.132
H -1.742 5.251 1.160
H -1.878 4.266 -0.313
H -0.543 3.986 0.820
H -4.469 3.158 1.965
H -3.527 4.127 3.132
H -3.887 4.775 1.516
H -1.361 2.018 -0.255
H -3.980 1.926 3.969
H -2.710 0.810 4.457
H -2.284 2.468 4.016
H -3.316 -0.363 1.088
H -2.043 -0.805 2.314
H -3.761 -0.574 2.826

---

4.
Computed, not measured: a cluster of 5 separate species, C11H25Cl6NO2 in total in a non-equilibrium geometry, with ωB97M-V/def2-TZVPD.

SMILES string: CC(N)=O.CC(C)O.ClCCCl.ClCCCl.ClCCCl
Charge: 0
Kohn-Sham gap in Eh: 0.3660
Relative energy (zero: lowest compared OMol25 entry of this formula, charge and spin) in kJ/mol: 107.5
Total energy in Eh: -3400.48453

Geometry (Å):
C 1.030 0.992 0.163
C 0.676 -0.462 -0.140
N -0.115 -0.517 -1.225
O 1.138 -1.401 0.461
H 1.443 1.439 -0.741
H 1.773 0.997 0.960
H 0.206 1.648 0.443
H -0.584 -1.404 -1.345
H -0.372 0.206 -1.881
C -1.187 -0.853 -4.149
C -1.627 0.530 -4.329
C -3.050 0.764 -4.680
O -1.319 1.142 -3.105
H -1.739 -1.272 -3.308
H -0.113 -0.931 -3.979
H -1.332 -1.425 -5.065
H -0.980 1.005 -5.067
H -3.493 0.057 -5.381
H -3.212 1.784 -5.030
H -3.628 0.737 -3.756
H -1.482 2.087 -3.144
Cl 5.979 -1.141 0.632
C 5.195 -2.501 1.336
C 4.048 -2.099 2.343
Cl 3.260 -3.651 2.839
H 5.922 -3.266 1.612
H 4.512 -2.680 0.505
H 3.284 -1.412 1.978
H 4.442 -1.707 3.281
Cl -1.924 2.964 1.984
C -1.481 4.758 1.985
C -2.059 5.623 0.842
Cl -3.857 5.504 0.922
H -0.394 4.685 1.997
H -1.582 5.227 2.964
H -1.716 5.052 -0.021
H -1.707 6.647 0.714
Cl -1.944 -4.564 2.407
C -0.971 -3.207 2.982
C 0.035 -3.565 4.076
Cl 0.930 -2.133 4.704
H -1.716 -2.487 3.321
H -0.472 -2.781 2.112
H 0.750 -4.372 3.917
H -0.568 -4.014 4.865

---

5.
Computed, not measured: a structure of composition C11H25F5NO3P2TeY in a non-equilibrium geometry, with ωB97M-V/def2-TZVPD.

Charge: 0
Kohn-Sham gap (alpha / beta) in Eh: 0.1637 / 0.1381
Relative energy (zero: lowest compared OMol25 entry of this formula, charge and spin) in kJ/mol: 233.3
Total energy in Eh: -2203.00388

Geometry (Å):
C 0.962 -1.106 -3.279
C 1.046 -1.283 -1.905
N -0.032 -1.155 -1.103
C -1.234 -0.890 -1.694
C -1.406 -0.799 -3.079
C -0.273 -0.910 -3.882
C 2.386 -1.703 -1.337
P 2.651 -1.301 0.375
Y -0.438 -1.372 1.504
P -2.902 0.618 0.131
C -2.491 -0.890 -0.795
O 2.040 3.634 -2.278
O -1.484 1.008 0.851
H 1.869 -1.179 -3.866
H -2.427 -0.638 -3.472
H -0.398 -0.819 -4.955
C 4.179 -1.996 0.985
C 2.639 0.478 0.633
H -3.365 -1.065 -1.434
H -2.507 -1.751 -0.090
H 3.192 -1.245 -1.878
H 2.484 -2.805 -1.399
C -4.106 0.214 1.379
C -3.462 1.883 -0.955
H -1.752 3.382 0.622
H -1.322 1.918 1.179
H 1.459 4.362 -2.061
H 1.894 3.487 -3.225
H 1.630 -1.989 1.088
H -1.333 3.906 1.084
H 5.003 -1.363 0.634
H 4.159 -2.000 2.081
H 4.299 -3.013 0.598
H 3.686 0.817 0.609
H 2.075 0.993 -0.160
H 2.220 0.733 1.619
H -4.481 1.695 -1.331
H -3.503 2.868 -0.464
H -2.827 1.970 -1.849
H -5.132 0.259 0.987
H -3.956 -0.806 1.756
H -4.046 0.916 2.223
F -0.673 0.239 4.818
Te 1.208 -0.385 4.517
F 0.919 0.880 3.002
F -2.026 -2.654 1.451
F 3.014 -0.667 3.741
F 2.008 1.202 5.381
O 0.556 -1.682 3.247

---

6.
Computed, not measured: a cluster of 2 separate species, C11H25NO2P in total, with ωB97M-V/def2-TZVPD.

Charge: +1
Kohn-Sham gap in Eh: 0.3137
Relative energy (zero: lowest compared OMol25 entry of this formula, charge and spin) in kJ/mol: 0.0
Total energy in Eh: -980.49718

Geometry (Å):
C 3.021 -0.119 -1.303
P 2.061 0.988 -2.400
C 2.399 2.655 -1.728
C 0.333 0.629 -1.786
C -0.024 1.254 -0.435
C -1.506 1.239 -0.100
N -2.353 1.717 -1.237
C -2.112 0.999 -2.531
C -0.644 0.963 -2.924
H 4.069 0.174 -1.298
H 2.951 -1.121 -1.730
H 2.645 -0.161 -0.279
H 1.607 3.324 -2.074
H 2.455 2.722 -0.640
H 3.330 3.025 -2.152
H 0.320 -0.458 -1.646
H 0.361 2.268 -0.327
H 0.456 0.657 0.342
H -1.696 1.910 0.738
H -1.848 0.253 0.213
H -2.207 2.716 -1.378
H -3.327 1.572 -0.978
H -2.688 1.525 -3.291
H -2.529 -0.003 -2.444
H -0.358 1.884 -3.441
H -0.548 0.174 -3.670
O -2.597 -0.787 2.137
C -1.576 -1.273 2.548
O -0.593 -1.516 1.653
C 0.711 -1.990 2.040
C 0.747 -3.493 2.199
C -1.399 -1.662 3.992
H 1.053 -1.469 2.934
H 1.363 -1.683 1.222
H 0.089 -3.828 3.000
H 1.760 -3.820 2.431
H 0.427 -3.978 1.278
H -1.845 -2.646 4.136
H -1.943 -0.947 4.603
H -0.367 -1.693 4.328

---

7.
Computed, not measured: a cluster of 6 separate species, C11H26B4Br10O7 in total in a non-equilibrium geometry, with ωB97M-V/def2-TZVPD.

SMILES string: OOCB1OBOB(B(O)O)O1.BrCCBr.BrCCBr.BrCCBr.BrCCBr.BrCCBr
Charge: 0
Kohn-Sham gap in Eh: 0.3625
Total energy in Eh: -26801.10007

Geometry (Å):
O -2.091 2.882 0.365
O -2.912 3.680 -0.280
C -4.020 2.884 -0.831
B -4.562 1.690 0.212
O -4.995 1.942 1.601
B -4.773 0.777 2.480
O -4.847 -0.651 2.009
B -4.141 -0.619 0.712
B -2.807 -1.534 0.315
O -1.471 -1.372 0.971
O -3.025 -2.524 -0.798
O -4.637 0.315 -0.344
H -1.427 2.487 -0.284
H -3.621 2.407 -1.844
H -4.973 3.530 -1.094
H -4.487 0.921 3.624
H -1.004 -0.675 0.389
H -2.938 -1.940 -1.632
Br 3.175 -0.535 2.007
C 2.430 -2.099 1.108
C 2.738 -2.077 -0.371
Br 1.587 -0.816 -1.314
H 1.360 -2.115 1.329
H 2.910 -2.957 1.589
H 2.524 -3.051 -0.823
H 3.771 -1.797 -0.596
Br 0.312 2.105 -2.607
C 1.503 3.645 -2.478
C 2.834 3.363 -3.135
Br 3.952 2.231 -2.007
H 1.586 3.897 -1.418
H 0.979 4.452 -3.000
H 3.404 4.288 -3.263
H 2.744 2.860 -4.102
Br 7.046 -4.865 5.202
C 6.542 -3.369 4.056
C 5.093 -3.464 3.638
Br 4.849 -4.799 2.237
H 7.238 -3.363 3.213
H 6.709 -2.475 4.666
H 4.757 -2.522 3.195
H 4.421 -3.735 4.457
Br 1.237 -5.021 3.369
C -0.495 -4.516 2.627
C -1.611 -5.331 3.239
Br -1.661 -7.132 2.492
H -0.422 -4.625 1.542
H -0.612 -3.456 2.875
H -2.584 -4.895 2.996
H -1.526 -5.438 4.324
Br -2.605 5.758 -7.123
C -1.937 6.133 -5.329
C -1.348 4.895 -4.695
Br -2.746 3.687 -4.071
H -2.769 6.559 -4.761
H -1.168 6.899 -5.467
H -0.777 5.156 -3.799
H -0.709 4.322 -5.373

---

8.
Computed, not measured: a structure of composition C11H26BClNO10PS, with ωB97M-V/def2-TZVPD.

Charge: 0
Kohn-Sham gap in Eh: 0.3313
Relative energy (zero: lowest compared OMol25 entry of this formula, charge and spin) in kJ/mol: 10.4
Total energy in Eh: -2466.64609

Geometry (Å):
C 2.941 -2.559 1.445
C 1.506 -2.659 1.965
C 0.532 -1.825 1.145
Cl 0.691 -2.121 -0.629
C -0.940 -2.005 1.534
C -1.942 -1.150 0.753
P -1.565 0.618 0.559
O -1.452 1.330 1.826
O -0.236 0.812 -0.304
O -2.777 1.167 -0.344
O -0.974 -1.528 2.920
S -1.654 -2.565 3.896
O -0.943 -2.626 5.116
O -3.065 -2.369 3.866
O -1.288 -3.848 3.026
C -1.497 -3.466 1.657
B -1.121 -4.649 0.629
O -2.135 -5.349 0.038
O 0.157 -4.995 0.377
C 0.491 -5.643 -0.851
H 3.122 -3.246 0.620
H 3.654 -2.746 2.246
H 3.139 -1.551 1.070
H 1.186 -3.696 2.002
H 1.488 -2.230 2.969
H 0.776 -0.771 1.280
H -2.891 -1.169 1.293
H -2.065 -1.609 -0.234
H -0.313 0.624 -1.247
H -2.970 0.612 -1.111
H -2.582 -3.332 1.539
H -3.014 -5.068 0.306
H 0.430 -6.724 -0.736
H -0.171 -5.324 -1.656
H 1.510 -5.352 -1.100
C 0.212 6.298 -3.082
C -0.301 5.281 -2.069
C 0.688 4.969 -0.937
O 1.759 4.125 -1.315
C 2.854 4.768 -1.935
N -0.718 4.068 -2.782
H 0.942 5.855 -3.760
H -0.613 6.666 -3.692
H 0.677 7.152 -2.587
H -1.190 5.707 -1.594
H 0.148 4.424 -0.159
H 1.077 5.891 -0.484
H 3.017 5.767 -1.516
H 2.723 4.855 -3.017
H 3.738 4.161 -1.745
H -1.168 3.438 -2.123
H 0.130 3.586 -3.067

---

9.
Computed, not measured: a structure of composition C11H26Br2CuN2O2Sb, with ωB97M-V/def2-TZVPD.

Charge: 0
Kohn-Sham gap in Eh: 0.3018
Relative energy (zero: lowest compared OMol25 entry of this formula, charge and spin) in kJ/mol: 0.0
Total energy in Eh: -7723.45495

Geometry (Å):
Cu 1.563 -1.563 -0.352
Br 3.743 -2.438 0.240
C 4.347 -2.291 -1.608
Br 3.890 -3.839 -2.650
H 5.422 -2.198 -1.583
H 3.828 -1.439 -2.035
N 0.402 -2.962 -1.552
N -0.021 -2.119 -2.609
C 0.870 -1.085 -3.051
O 0.657 -0.649 -4.176
O 1.762 -0.728 -2.206
H 0.955 -3.740 -1.896
H -0.415 -3.323 -1.079
H -0.448 -2.592 -3.391
C -1.301 2.236 2.647
C 0.069 1.740 2.183
C 0.853 1.102 3.331
Sb 0.098 0.387 0.486
C -0.339 1.699 -1.169
C 0.954 2.411 -1.565
C -1.481 2.687 -0.949
C -1.716 -0.838 0.625
C -3.021 -0.187 1.081
C -1.424 -2.058 1.504
H -1.184 3.130 3.269
H -1.794 1.481 3.263
H -1.973 2.489 1.829
H 0.644 2.587 1.795
H 0.330 0.224 3.721
H 0.964 1.811 4.159
H 1.851 0.786 3.024
H -0.603 0.993 -1.962
H 1.348 3.018 -0.742
H 0.766 3.085 -2.407
H 1.716 1.694 -1.872
H -1.226 3.427 -0.186
H -2.413 2.205 -0.662
H -1.669 3.234 -1.880
H -1.825 -1.156 -0.417
H -2.977 0.093 2.134
H -3.851 -0.896 0.973
H -3.279 0.701 0.508
H -1.313 -1.764 2.553
H -0.507 -2.575 1.217
H -2.250 -2.778 1.456

---

10.
Computed, not measured: a structure of composition C11H26Br6N3O4P in a non-equilibrium geometry, with ωB97M-V/def2-TZVPD.

Charge: 0
Kohn-Sham gap in Eh: 0.2705
Total energy in Eh: -16685.34871

Geometry (Å):
C -13.691 -8.505 -5.970
Br -12.536 -10.101 -6.499
Br -15.373 -9.093 -4.940
Br -14.206 -7.577 -7.571
H -13.151 -7.871 -5.267
C -9.218 -11.917 -6.147
Br -9.424 -13.360 -7.514
Br -7.409 -11.366 -6.154
Br -9.627 -12.565 -4.299
H -9.858 -11.052 -6.323
O -19.277 -4.745 -1.613
P -19.882 -5.042 -2.919
N -21.313 -6.035 -2.813
C -22.164 -6.455 -4.017
C -21.812 -6.502 -1.488
N -18.856 -6.045 -3.972
C -19.129 -6.103 -5.443
C -18.153 -7.167 -3.344
N -20.355 -3.685 -3.917
C -21.647 -3.013 -3.667
C -19.304 -2.706 -4.183
H -23.172 -6.055 -3.911
H -22.201 -7.528 -4.202
H -21.731 -6.033 -4.924
H -22.710 -5.972 -1.171
H -21.105 -6.276 -0.691
H -22.064 -7.557 -1.598
H -18.145 -6.192 -5.903
H -19.773 -6.928 -5.747
H -19.578 -5.139 -5.683
H -17.914 -8.030 -3.965
H -17.255 -6.862 -2.807
H -18.848 -7.524 -2.584
H -22.007 -3.072 -2.640
H -21.627 -1.955 -3.928
H -22.364 -3.547 -4.290
H -19.677 -2.040 -4.962
H -18.408 -3.144 -4.622
H -19.095 -2.122 -3.287
C -6.095 -8.955 -9.237
O -7.418 -8.736 -8.717
C -8.344 -8.522 -9.552
O -8.252 -8.555 -10.778
O -9.535 -8.494 -8.799
C -10.779 -8.393 -9.475
H -6.114 -9.403 -10.231
H -5.384 -9.426 -8.559
H -5.658 -7.967 -9.382
H -10.983 -9.117 -10.263
H -10.851 -7.349 -9.782
H -11.582 -8.575 -8.760